w) Density functional theory data (ωB97M-V with the def2-TZVPD basis set) for a 4-piece molecular cluster, C4H14O3 overall.

E_HOMO	-9.5	eV
LUMO level	0.260	eV
Kohn-Sham gap	9.8	eV

```
21
Properties=species:S:1:pos:R:3:nbo_charge:R:1
C 2.49 0.98 -0.72 -0.64
C 2.05 -0.33 -1.34 -0.17
C 2.08 -1.47 -0.64 -0.21
C 1.69 -2.80 -1.24 -0.64
H 2.80 0.78 0.30 0.21
H 3.19 1.56 -1.34 0.22
H 1.61 1.62 -0.68 0.21
H 1.59 -0.21 -2.31 0.19
H 2.65 -1.50 0.29 0.19
H 0.89 -2.79 -1.97 0.21
H 2.53 -3.40 -1.56 0.22
H 1.28 -3.34 -0.38 0.21
O -3.45 2.68 1.04 -0.95
H -4.35 2.34 1.00 0.49
H -2.85 2.09 0.59 0.49
O -2.66 2.95 3.59 -0.97
H -1.80 2.59 3.35 0.45
H -3.16 2.83 2.75 0.49
O -2.57 -1.33 -0.17 -0.93
H -2.27 -1.92 -0.88 0.47
H -1.73 -1.30 0.29 0.46
```

---

x) Density functional theory data (ωB97M-V with the def2-TZVPD basis set) for a 3-piece molecular cluster, C4H14O3 overall.

E_HOMO	-11.0	eV
LUMO level	0.668	eV
Kohn-Sham gap	11.7	eV

```
21
Properties=species:S:1:pos:R:3:nbo_charge:R:1
C 0.02 -1.51 -1.07 -0.61
C -0.03 -0.12 -1.73 -0.44
C 0.59 1.00 -0.91 0.09
C 1.31 2.04 -1.80 -0.63
O 1.35 0.61 0.28 -0.74
H -0.41 -1.51 -0.07 0.21
H 1.08 -1.63 -0.82 0.21
H -0.33 -2.38 -1.61 0.22
H 0.37 -0.23 -2.74 0.21
H -1.08 0.15 -1.87 0.21
H -0.21 1.58 -0.43 0.17
H 1.51 2.97 -1.27 0.22
H 2.28 1.66 -2.15 0.20
H 0.59 2.16 -2.60 0.22
H 2.24 0.79 0.01 0.48
O -0.90 0.56 1.88 -0.96
H 0.00 0.74 1.56 0.50
H -1.35 0.32 1.08 0.46
O -1.90 -2.34 2.57 -0.94
H -2.47 -2.16 3.33 0.46
H -1.78 -1.43 2.28 0.48
```

---

Most stable: x). Least stable: w).